1.
Below is C31H42InN4O3Si as an isolated structure, with properties calculated with the ωB97M-V functional and the def2-TZVPD basis.

Geometry as XYZ:
```
82
Properties=species:S:1:pos:R:3:forces:R:3:mulliken_charge:R:1
In -0.695 -0.363 -0.141 0.118 0.272 -0.351 1.71
C -4.074 -1.914 -0.023 -0.228 -0.008 -0.051 -1.26
O -2.681 -2.008 -0.313 -0.189 -0.046 -0.142 -0.14
C -2.220 -3.225 -0.768 0.104 -0.097 -0.222 -0.04
C -2.841 -4.435 -0.510 -0.166 -0.025 0.067 -0.37
C -2.289 -5.612 -0.996 0.058 0.053 -0.039 -0.87
C -1.120 -5.583 -1.744 -0.021 -0.018 0.007 -0.88
C -0.501 -4.374 -2.005 0.049 0.222 0.049 -0.36
C -1.041 -3.188 -1.518 -0.070 -0.387 0.032 0.81
N -0.495 -1.909 -1.753 0.424 0.826 0.221 0.29
N 0.236 -1.791 -2.792 -0.318 -0.448 0.028 -0.51
C 0.648 -0.604 -3.258 0.034 0.406 0.058 -0.16
C 0.061 0.652 -2.894 0.109 -0.319 -0.278 0.87
O -0.817 0.810 -1.967 -0.208 -0.267 0.855 -0.95
C 0.411 1.797 -3.675 0.001 0.185 -0.031 -0.52
C 1.330 1.738 -4.666 -0.061 -0.019 0.084 -0.90
C 1.974 0.517 -5.027 0.025 -0.203 0.068 0.80
C 2.944 0.472 -6.043 0.037 0.050 -0.035 -0.98
C 3.534 -0.714 -6.397 0.009 0.006 -0.062 -0.53
C 3.149 -1.894 -5.752 -0.067 -0.001 0.059 -0.80
C 2.212 -1.871 -4.745 -0.042 -0.003 0.020 -0.26
C 1.610 -0.665 -4.351 0.064 0.066 -0.038 0.58
H -4.665 -2.351 -0.829 0.071 -0.010 -0.018 0.46
H -4.306 -0.856 0.057 0.014 -0.060 0.007 0.26
H -4.320 -2.413 0.917 0.032 0.004 -0.035 0.41
H -3.754 -4.481 0.067 0.011 0.062 0.006 0.43
H -2.777 -6.553 -0.783 -0.008 0.004 -0.015 0.43
H -0.695 -6.499 -2.131 0.005 0.002 0.028 0.42
H 0.408 -4.318 -2.585 0.013 -0.043 -0.041 0.46
H -0.080 2.727 -3.419 -0.037 -0.059 -0.048 0.58
H 1.587 2.637 -5.215 0.011 0.004 -0.003 0.42
H 3.222 1.393 -6.542 -0.015 -0.001 0.001 0.41
H 4.285 -0.744 -7.175 -0.013 0.025 -0.006 0.40
H 3.592 -2.836 -6.048 0.014 0.004 0.017 0.41
H 1.920 -2.784 -4.249 0.050 -0.034 0.010 0.44
C -3.067 -0.088 2.554 0.282 -0.089 0.050 -1.39
Si -1.187 -0.322 2.525 0.003 0.121 -0.511 -0.09
C -0.330 1.249 3.208 -0.050 -0.286 -0.073 2.29
C -0.728 1.479 4.673 -0.084 -0.026 -0.053 -1.79
C 1.198 1.147 3.123 -0.084 0.052 0.014 -1.72
C -0.838 2.438 2.382 -0.009 -0.162 0.042 -1.96
C -0.670 -2.046 3.164 -0.050 0.282 -0.059 2.12
C 0.839 -2.287 3.051 -0.092 0.056 0.029 -1.69
C -1.393 -3.127 2.352 0.108 0.129 0.108 -2.01
C -1.106 -2.134 4.635 0.026 0.020 -0.094 -1.82
H -3.384 0.455 3.446 0.040 -0.013 0.023 0.48
H -3.579 -1.051 2.548 0.009 0.071 0.030 0.31
H -3.401 0.478 1.684 -0.029 0.050 0.080 0.30
H -0.364 0.687 5.328 0.000 0.059 0.011 0.38
H -1.810 1.560 4.797 0.022 0.007 0.042 0.33
H -0.287 2.421 5.014 -0.007 -0.005 0.042 0.48
H 1.592 0.460 3.872 0.005 0.041 -0.023 0.36
H 1.644 2.130 3.314 -0.013 -0.001 0.030 0.47
H 1.534 0.816 2.143 0.079 -0.015 -0.084 0.28
H -1.918 2.563 2.493 0.012 0.039 -0.036 0.29
H -0.614 2.318 1.319 0.041 0.089 -0.045 0.21
H -0.360 3.356 2.735 0.011 0.045 -0.021 0.53
H 1.197 -2.132 2.029 0.048 -0.017 0.010 0.25
H 1.059 -3.322 3.326 0.032 -0.011 -0.004 0.50
H 1.409 -1.639 3.717 0.003 -0.036 -0.049 0.38
H -1.063 -3.126 1.312 0.016 -0.075 0.137 0.29
H -2.478 -3.007 2.374 0.004 -0.030 -0.037 0.27
H -1.160 -4.109 2.772 0.000 -0.026 -0.003 0.64
H -0.571 -1.415 5.257 -0.025 -0.075 0.030 0.36
H -0.887 -3.135 5.016 -0.019 -0.004 0.043 0.48
H -2.179 -1.959 4.752 0.001 -0.020 0.042 0.36
N 1.425 1.180 -0.341 -0.150 -0.243 0.047 -0.57
C 1.658 2.313 -0.415 -0.047 -0.098 -0.051 0.39
N 1.922 3.588 -0.495 0.142 0.012 0.094 0.07
C 1.083 4.536 -1.228 -0.119 0.198 0.005 -0.25
C 0.703 5.676 -0.291 0.060 -0.083 0.008 -0.63
O 1.855 6.263 0.282 0.032 -0.013 -0.064 -0.38
C 2.592 5.337 1.055 -0.030 -0.116 -0.035 -0.40
C 3.075 4.173 0.197 0.029 0.227 0.138 -0.62
H 0.196 4.028 -1.603 0.039 -0.019 0.035 0.23
H 1.654 4.937 -2.069 -0.004 -0.074 -0.034 0.27
H 0.039 5.302 0.498 -0.021 -0.004 0.012 0.29
H 0.193 6.463 -0.845 -0.024 -0.013 0.007 0.36
H 1.973 4.958 1.880 0.005 0.007 -0.007 0.20
H 3.443 5.875 1.468 -0.008 -0.001 0.021 0.35
H 3.556 3.412 0.808 0.007 -0.020 -0.024 0.45
H 3.785 4.543 -0.547 -0.002 -0.071 -0.025 0.29
```
Forces are in eV/Å.

The spin multiplicity is 1. Its net charge is +1.


2.
Below is C31H42N4O2PdSSi as an isolated structure, with properties calculated with the ωB97M-V functional and the def2-TZVPD basis.

Geometry as XYZ:
```
82
Properties=species:S:1:pos:R:3:forces:R:3:mulliken_charge:R:1
Pd -0.278 -0.411 1.634 -0.220 0.415 0.743 -0.71
C -1.183 -2.142 5.519 0.033 0.022 0.013 -1.60
C -1.104 -1.740 4.078 0.006 0.110 0.037 0.38
N -0.049 -1.179 3.586 -0.062 -0.372 -0.295 0.15
O 0.916 -0.843 4.527 0.010 0.014 -0.006 -0.59
C -2.255 -1.947 3.210 -0.080 -0.151 -0.003 0.58
C -3.434 -2.773 3.625 0.054 0.024 -0.014 -1.48
N -2.211 -1.356 2.040 0.073 0.155 0.008 0.30
O -3.152 -1.516 1.190 0.002 0.124 0.036 -0.71
H -0.199 -2.146 5.974 -0.016 -0.010 0.024 0.43
H -1.631 -3.130 5.604 -0.012 0.001 -0.015 0.39
H -1.819 -1.444 6.067 -0.001 0.008 -0.001 0.33
H 1.670 -0.550 3.995 0.000 -0.060 0.000 0.35
H -3.711 -2.592 4.664 0.013 -0.009 0.001 0.40
H -3.243 -3.844 3.507 -0.014 -0.012 0.009 0.28
H -4.272 -2.515 2.982 -0.005 0.001 -0.016 0.36
C -5.818 1.349 -1.320 -0.002 -0.036 -0.020 -0.98
C -5.753 0.210 -2.334 0.012 0.036 -0.004 -0.69
C -4.348 -0.111 -2.843 -0.046 0.009 0.046 -0.40
C -3.385 -0.598 -1.762 0.020 -0.079 -0.011 -1.01
N -2.812 0.452 -0.917 -0.048 0.071 -0.096 0.66
C -1.556 0.870 -0.900 -0.074 -0.389 -0.237 0.11
S -0.930 1.553 0.556 0.135 0.129 -0.047 -0.30
N -0.723 0.746 -1.944 0.028 0.155 -0.035 0.70
C -1.046 0.755 -3.372 -0.031 0.077 0.016 -0.87
C -1.551 2.113 -3.863 0.024 0.016 -0.007 -0.43
C -0.469 3.169 -4.090 -0.016 -0.005 0.066 -1.01
C 0.222 3.662 -2.819 -0.025 -0.016 -0.056 -0.50
H -6.851 1.650 -1.147 -0.003 0.004 0.013 0.38
H -5.266 2.223 -1.672 -0.003 0.011 0.000 0.23
H -5.404 1.057 -0.355 0.006 0.006 0.008 0.19
H -6.378 0.461 -3.196 0.001 -0.001 0.001 0.41
H -6.186 -0.693 -1.894 -0.006 -0.007 -0.008 0.32
H -3.936 0.767 -3.347 0.024 0.003 0.003 0.08
H -4.426 -0.899 -3.598 0.020 -0.010 -0.008 0.36
H -2.563 -1.173 -2.188 0.007 0.002 0.002 0.23
H -3.892 -1.274 -1.073 0.009 0.007 0.017 0.55
H -3.249 0.545 -0.010 0.041 -0.166 0.061 0.37
H 0.196 1.104 -1.716 0.002 -0.069 0.006 -0.67
H -1.773 -0.017 -3.602 0.006 -0.015 0.025 0.46
H -0.126 0.482 -3.891 0.002 -0.001 -0.010 0.51
H -2.284 2.494 -3.143 -0.034 -0.009 -0.017 0.24
H -2.093 1.950 -4.799 0.023 -0.005 -0.014 0.40
H -0.933 4.019 -4.595 0.004 0.007 0.006 0.36
H 0.278 2.773 -4.785 -0.006 -0.001 -0.017 0.38
H -0.507 3.940 -2.055 -0.003 0.000 0.011 0.28
H 0.837 4.537 -3.032 0.002 -0.001 0.008 0.47
H 0.888 2.916 -2.384 0.008 0.013 -0.002 -0.24
C 5.276 -0.786 4.172 0.006 0.003 0.006 -0.57
C 4.426 -1.826 3.824 -0.018 -0.011 -0.003 -0.70
C 3.421 -1.615 2.891 -0.011 0.042 0.001 0.75
C 3.241 -0.366 2.280 -0.016 -0.015 0.049 -0.55
C 4.114 0.665 2.645 -0.022 -0.054 0.049 -0.65
C 5.117 0.459 3.582 -0.007 0.019 -0.019 -0.59
Si 1.881 -0.146 0.981 0.176 0.045 -0.321 1.29
C 2.021 -1.664 -0.150 -0.026 -0.025 -0.009 0.08
C 0.901 -2.148 -0.836 0.028 -0.013 0.003 -0.06
C 0.984 -3.255 -1.671 -0.005 0.009 -0.007 -0.92
C 2.199 -3.901 -1.848 -0.003 0.004 0.001 -0.50
C 3.325 -3.437 -1.182 0.007 0.020 0.007 -0.79
C 3.232 -2.336 -0.341 -0.017 -0.007 -0.031 0.32
C 2.442 1.338 -0.058 0.037 -0.010 0.043 0.24
C 2.306 2.651 0.408 0.022 0.003 -0.013 -0.21
C 2.850 3.723 -0.282 -0.012 -0.008 0.022 -0.78
C 3.533 3.509 -1.473 0.008 -0.002 -0.005 -0.55
C 3.659 2.222 -1.969 -0.011 -0.029 0.000 -0.76
C 3.120 1.147 -1.265 -0.036 0.064 0.018 -0.16
H 6.061 -0.947 4.900 0.002 0.001 0.003 0.38
H 4.545 -2.800 4.281 -0.007 -0.004 -0.004 0.41
H 2.759 -2.435 2.631 0.006 -0.019 -0.008 0.38
H 4.017 1.639 2.183 0.003 0.022 -0.011 0.32
H 5.780 1.273 3.848 0.002 0.003 -0.001 0.42
H -0.060 -1.657 -0.715 0.004 -0.010 0.022 0.13
H 0.097 -3.617 -2.176 -0.001 0.001 -0.007 0.44
H 2.267 -4.764 -2.497 0.000 -0.006 -0.001 0.38
H 4.277 -3.936 -1.315 0.004 -0.004 0.002 0.41
H 4.121 -1.994 0.177 0.016 0.004 0.008 0.44
H 1.764 2.838 1.329 -0.006 -0.003 0.001 0.42
H 2.736 4.728 0.104 -0.002 0.002 0.005 0.41
H 3.957 4.345 -2.014 0.002 0.003 -0.002 0.40
H 4.184 2.047 -2.899 0.003 -0.002 -0.004 0.41
H 3.242 0.145 -1.658 0.013 -0.017 -0.013 0.33
```
Forces are in eV/Å.

The spin multiplicity is 1. Its net charge is 0.


The molar mass results, record by record, are as follows: 661.6 669.3 g/mol.
The HOMO results, record by record, are as follows: -10.13 -7.28 eV.